Entry w
This record from OMol25 describes a structure of composition C21H15BF2N6O3Se2W. The level of theory is ωB97M-V with the def2-TZVPD basis set.

The geometry in XYZ format:
```
51
C21H15BF2N6O3Se2W ωB97M-V with the def2-TZVPD basis set
W -0.489 -0.722 1.705
C 4.911 -2.680 -0.561
O 4.507 -1.547 -1.329
C 4.056 -0.466 -0.618
C 4.770 0.714 -0.703
C 4.331 1.849 -0.038
C 3.171 1.789 0.709
C 2.421 0.615 0.796
C 1.166 0.671 1.603
N -0.054 0.930 0.973
N -0.864 2.014 0.768
C -2.064 1.599 1.075
O -2.230 0.406 1.582
C -3.244 2.466 0.890
C -4.483 2.056 1.370
C -5.595 2.868 1.199
C -5.471 4.088 0.551
C -4.233 4.498 0.072
C -3.120 3.691 0.239
C 2.866 -0.521 0.125
O 2.218 -1.706 0.116
H 5.555 -3.273 -1.207
H 4.054 -3.273 -0.248
H 5.477 -2.365 0.319
H 5.676 0.719 -1.296
H 4.896 2.769 -0.100
H 2.818 2.666 1.238
H 1.298 1.218 2.541
H -4.564 1.106 1.880
H -6.557 2.549 1.578
H -6.339 4.721 0.419
H -4.135 5.450 -0.433
H -2.150 3.997 -0.127
Se -3.416 -3.547 2.619
N -4.162 -3.817 1.035
C -3.501 -3.106 0.138
C -3.728 -2.963 -1.267
C -2.898 -2.135 -1.950
C -1.835 -1.420 -1.300
N -1.598 -1.539 -0.030
C -2.413 -2.375 0.672
N -2.172 -2.468 1.955
H -4.535 -3.497 -1.749
H -3.023 -1.985 -3.013
H -1.193 -0.753 -1.862
F 0.958 -2.242 2.146
B 0.977 -2.033 0.665
F 0.461 -3.161 0.057
Se -2.027 -2.321 5.639
C -1.109 -1.299 4.546
N -0.524 -0.641 3.764
```

The LUMO energy comes out at -2.350 eV. The orbital gap comes out at 5.7 eV.

In the natural (NBO) picture, each atom carries the following charge in e:
1 W 1.50
2 C -0.25
3 O -0.52
4 C 0.25
5 C -0.24
6 C -0.23
7 C -0.20
8 C -0.05
9 C -0.22
10 N -0.28
11 N -0.36
12 C 0.52
13 O -0.70
14 C -0.05
15 C -0.19
16 C -0.22
17 C -0.20
18 C -0.22
19 C -0.18
20 C 0.26
21 O -0.70
22 H 0.19
23 H 0.19
24 H 0.17
25 H 0.22
26 H 0.21
27 H 0.21
28 H 0.19
29 H 0.23
30 H 0.22
31 H 0.21
32 H 0.22
33 H 0.24
34 Se 1.14
35 N -0.58
36 C 0.06
37 C -0.12
38 C -0.25
39 C 0.15
40 N -0.41
41 C 0.31
42 N -0.69
43 H 0.24
44 H 0.24
45 H 0.23
46 F -0.47
47 B 1.00
48 F -0.53
49 Se -0.14
50 C 0.22
51 N -0.66

---

Entry x
This record from OMol25 describes a structure of composition C21H15BF2N6O3Se2W. The level of theory is ωB97M-V with the def2-TZVPD basis set.

The geometry in XYZ format:
```
51
C21H15BF2N6O3Se2W ωB97M-V with the def2-TZVPD basis set
W -0.616 -0.502 0.304
C -1.206 0.039 4.372
O -0.200 -0.784 4.919
C 0.960 -0.915 4.211
C 2.124 -1.020 4.970
C 3.371 -1.106 4.371
C 3.481 -1.052 3.002
C 2.331 -0.943 2.201
C 2.466 -0.843 0.801
N 1.450 -0.638 -0.040
N 1.862 -0.556 -1.348
C 0.858 -0.352 -2.149
O -0.338 -0.215 -1.629
C 1.064 -0.317 -3.592
C 2.347 -0.434 -4.129
C 2.513 -0.482 -5.497
C 1.412 -0.410 -6.339
C 0.138 -0.273 -5.810
C -0.037 -0.225 -4.441
C 1.045 -0.919 2.810
O -0.033 -0.879 1.995
H -1.824 0.346 5.215
H -1.824 -0.507 3.649
H -0.778 0.921 3.880
H 2.018 -1.009 6.044
H 4.251 -1.182 4.990
H 4.445 -1.074 2.519
H 3.453 -0.904 0.360
H 3.188 -0.503 -3.459
H 3.506 -0.577 -5.912
H 1.555 -0.471 -7.408
H -0.717 -0.208 -6.466
H -1.022 -0.146 -4.006
Se -3.818 -1.873 2.440
N -5.167 -1.395 1.391
C -4.703 -0.666 0.379
C -5.406 -0.064 -0.673
C -4.665 0.601 -1.644
C -3.285 0.670 -1.588
N -2.575 0.137 -0.563
C -3.286 -0.480 0.382
N -2.598 -0.970 1.423
H -6.480 -0.128 -0.723
H -5.183 1.071 -2.465
H -2.694 1.162 -2.346
F 0.829 1.761 1.563
B -0.132 1.564 0.605
F 0.127 2.490 -0.348
Se 0.836 -3.984 1.064
C -0.286 -3.019 0.226
N -1.124 -2.412 -0.376
```

The LUMO energy (spin up / spin down) comes out at -2.437 / -2.767 eV. The orbital gap (spin up / spin down) comes out at 4.5 / 3.8 eV.

In the natural (NBO) picture, each atom carries the following charge in e:
1 W 1.35
2 C -0.24
3 O -0.51
4 C 0.33
5 C -0.24
6 C -0.20
7 C -0.18
8 C -0.12
9 C 0.11
10 N -0.27
11 N -0.37
12 C 0.55
13 O -0.68
14 C -0.05
15 C -0.18
16 C -0.21
17 C -0.19
18 C -0.22
19 C -0.18
20 C 0.26
21 O -0.62
22 H 0.19
23 H 0.16
24 H 0.19
25 H 0.23
26 H 0.22
27 H 0.22
28 H 0.22
29 H 0.24
30 H 0.22
31 H 0.21
32 H 0.21
33 H 0.22
34 Se 1.08
35 N -0.62
36 C 0.13
37 C -0.12
38 C -0.27
39 C 0.14
40 N -0.43
41 C 0.25
42 N -0.65
43 H 0.24
44 H 0.24
45 H 0.23
46 F -0.53
47 B 0.86
48 F -0.52
49 Se -0.07
50 C 0.05
51 N -0.65

---

Which is the most stable structure? entry w is the most stable.

---

Entry w
This record from OMol25 describes an isolated molecule of C3H5ClN2OS. The level of theory is ωB97M-V with the def2-TZVPD basis set.

The geometry in XYZ format:
```
13
C3H5ClN2OS ωB97M-V with the def2-TZVPD basis set
C 0.238 0.072 0.710
C 0.555 -0.128 -0.692
C 1.623 0.358 -1.335
H -0.066 2.788 -0.554
H -0.563 1.352 2.188
H 0.771 -2.675 1.957
H 2.059 1.154 -0.725
H 2.009 0.263 -2.412
N -0.171 1.273 1.193
N 0.214 -0.874 1.644
O 0.544 -2.146 1.187
S -1.156 2.100 0.094
Cl -0.286 -1.407 -1.377
```

The LUMO energy comes out at 0.490 eV. The orbital gap comes out at 9.1 eV. Its SMILES is C=C(Cl)/C(=N\O)NS.

In the natural (NBO) picture, each atom carries the following charge in e:
1 C 0.28
2 C -0.13
3 C -0.37
4 H 0.12
5 H 0.43
6 H 0.48
7 H 0.20
8 H 0.24
9 N -0.75
10 N -0.17
11 O -0.57
12 S 0.17
13 Cl 0.06

---

Entry x
This record from OMol25 describes an isolated molecule of C3H5ClN2OS. The level of theory is ωB97M-V with the def2-TZVPD basis set.

The geometry in XYZ format:
```
13
C3H5ClN2OS ωB97M-V with the def2-TZVPD basis set
C -0.098 0.150 0.506
C 0.007 -1.060 0.119
C -1.045 1.224 -0.132
N -0.842 1.085 -1.519
N 1.130 -1.721 0.676
O -0.383 2.080 -2.123
S -1.250 -0.342 -2.119
Cl 1.216 0.936 1.732
H -2.069 0.932 0.136
H -0.846 2.282 0.294
H 1.805 -1.979 -0.024
H 0.833 -2.590 1.203
H 1.542 -0.997 1.252
```

The LUMO energy (spin up / spin down) comes out at -0.601 / -0.238 eV. The orbital gap (spin up / spin down) comes out at 7.0 / 7.3 eV.

In the natural (NBO) picture, each atom carries the following charge in e:
1 C -0.05
2 C -0.21
3 C -0.32
4 N -0.04
5 N -0.71
6 O -0.38
7 S 0.17
8 Cl -0.23
9 H 0.25
10 H 0.25
11 H 0.42
12 H 0.43
13 H 0.41

---

Which is the most stable structure? entry w is the most stable.